# 1
One molecule with the formula C5H10O at a distorted geometry. Source: the Open Molecules 2025 dataset; level of theory: ωB97M-V with the def2-TZVPD basis set.

Structure (XYZ):
```
16
Properties=species:S:1:pos:R:3:forces:R:3:mulliken_charge:R:1
C 2.034832 0.045612 -0.358370 0.08 -0.01 -0.04 -1.492
C 0.711376 0.144807 0.371972 0.22 0.03 0.06 0.500
C -0.427075 0.982678 -0.258122 0.01 0.09 -0.06 -0.833
C -1.395032 -0.090686 0.276744 0.42 0.06 0.69 0.181
O -2.486712 -0.489956 -0.502553 -0.58 0.83 0.41 -0.541
C -0.240571 -1.074680 0.353110 0.09 -0.17 0.06 -0.919
H 2.546118 1.014321 -0.385055 -0.05 -0.12 0.00 0.347
H 1.882220 -0.284540 -1.392920 0.01 0.05 0.14 0.349
H 2.700794 -0.675073 0.129168 -0.06 0.09 -0.06 0.344
H 0.872286 0.466510 1.407900 0.01 -0.04 -0.12 0.260
H -0.383110 0.945267 -1.353903 -0.01 -0.06 0.17 0.263
H -0.567096 2.020599 0.063708 0.06 -0.18 -0.03 0.330
H -1.737509 0.192755 1.300896 0.23 -0.21 -0.50 0.292
H -3.111849 0.202138 -0.236899 -0.51 -0.55 -0.72 0.340
H -0.235818 -1.781140 1.186659 0.10 0.07 -0.10 0.304
H -0.160336 -1.623854 -0.593143 0.01 0.11 0.11 0.274
```
Positions in Å, forces in eV/Å.

LUMO energy: 0.962 eV
E_tot: -7393.8164 eV
energy relative to the best compared isomer or geometry (same formula, charge and spin): 21.9 kcal per mole
frontier orbital gap: 0.4001 Ha
SMILES: C[C@H]1C[C@@H](O)C1

***

# 2
One molecule with the formula C5H10O at a distorted geometry. Source: the Open Molecules 2025 dataset; level of theory: ωB97M-V with the def2-TZVPD basis set.

Structure (XYZ):
```
16
Properties=species:S:1:pos:R:3:forces:R:3:mulliken_charge:R:1
C -0.728794 -1.699943 -0.415209 -0.05 -0.12 0.24 -1.526
C 0.175824 -0.526530 -0.064121 0.02 -0.14 0.17 0.501
C -0.147220 0.728347 -0.846902 0.07 -0.23 -0.15 -0.737
C 0.634558 1.781692 -0.089143 0.03 -0.31 0.50 -0.466
O 0.484203 1.363746 1.332387 -0.04 0.32 -0.95 -0.404
C 0.180421 -0.042160 1.395164 -0.11 -0.29 -0.47 -0.552
H -0.571922 -2.102510 -1.427852 0.14 0.30 0.28 0.372
H -0.552366 -2.514590 0.287538 -0.14 -0.15 -0.03 0.379
H -1.782156 -1.401194 -0.351838 0.14 -0.07 0.11 0.350
H 1.219690 -0.762044 -0.325889 -0.21 -0.15 0.09 0.219
H 0.193830 0.450666 -1.840732 -0.04 0.88 -0.45 0.381
H -1.218508 0.979514 -0.869405 0.25 -0.23 0.07 0.340
H 0.277137 2.812317 -0.293122 0.02 -0.59 0.75 0.302
H 1.704941 1.764667 -0.338384 -0.16 -0.09 0.05 0.254
H 0.931887 -0.607517 1.977906 -0.16 0.53 -0.09 0.276
H -0.801527 -0.224458 1.869602 0.24 0.36 -0.12 0.312
```
Positions in Å, forces in eV/Å.

LUMO energy: 1.129 eV
E_tot: -7394.0336 eV
energy relative to the best compared isomer or geometry (same formula, charge and spin): 16.9 kcal per mole
frontier orbital gap: 0.3948 Ha
SMILES: C[C@H]1CCOC1

***

# 3
C5H10O as an isolated structure at a distorted geometry. Source: the Open Molecules 2025 dataset; level of theory: ωB97M-V with the def2-TZVPD basis set.

Structure (XYZ):
```
16
Properties=species:S:1:pos:R:3:forces:R:3:mulliken_charge:R:1
C 2.138587 -0.025561 -0.348141 -0.24 -0.01 0.04 -1.136
C 0.985298 -0.749309 0.417960 -0.36 0.09 0.35 -0.386
C -0.408766 -0.461083 -0.217513 -0.48 0.37 0.24 -0.188
C -2.126851 0.003018 0.474263 0.14 -0.91 0.24 -1.048
C -0.612806 0.946217 -0.445717 0.65 0.69 -0.65 -0.003
O -0.195397 1.814141 0.310936 0.18 0.24 -0.67 -0.619
H 1.939202 1.046981 -0.402814 0.05 -0.18 -0.01 0.350
H 3.086348 -0.146978 0.196796 -0.35 -0.10 -0.05 0.348
H 2.314419 -0.400054 -1.366071 -0.27 -0.05 0.23 0.293
H 1.232134 -1.820187 0.463400 -0.45 0.27 0.07 0.357
H 0.989257 -0.340027 1.424361 0.06 -0.14 0.19 0.243
H -0.687867 -1.192461 -0.982536 -0.06 0.59 0.00 0.333
H -2.090701 -0.202812 1.535746 0.09 -0.42 0.08 0.340
H -2.558223 1.032615 0.402711 1.01 -0.75 -0.20 0.352
H -2.797760 -0.622934 -0.107846 0.10 -0.37 0.29 0.349
H -1.206880 1.118434 -1.355541 -0.07 0.69 -0.17 0.415
```
Positions in Å, forces in eV/Å.

LUMO energy: 0.922 eV
E_tot: -7391.9105 eV
energy relative to the best compared isomer or geometry (same formula, charge and spin): 65.8 kcal per mole
frontier orbital gap: 0.3664 Ha

***

# 4
One molecule with the formula C5H10O. Source: the Open Molecules 2025 dataset; level of theory: ωB97M-V with the def2-TZVPD basis set.

Structure (XYZ):
```
16
Properties=species:S:1:pos:R:3:forces:R:3:mulliken_charge:R:1
C 2.236110 -0.339659 -0.041383 0.08 0.02 -0.01 -1.207
C 0.768256 -0.760094 -0.166912 -0.07 -0.06 0.08 -0.083
C 0.015812 0.184246 -1.071016 -0.09 0.05 0.01 -0.161
C -1.918501 0.261638 1.189001 -0.02 -0.19 0.23 -0.787
C -1.053745 0.971401 -0.915730 0.14 -0.01 -0.23 -0.267
O -1.921902 1.164917 0.107591 0.04 0.02 -0.07 -0.392
H 2.316544 0.658635 0.402506 0.00 -0.15 -0.06 0.323
H 2.803025 -1.042979 0.578733 -0.11 0.11 -0.08 0.326
H 2.714085 -0.305573 -1.027186 -0.06 0.02 0.14 0.311
H 0.729478 -1.772029 -0.593324 -0.01 0.13 0.04 0.220
H 0.325589 -0.831732 0.828419 0.08 0.03 -0.17 0.230
H 0.460580 0.281844 -2.061789 -0.07 0.01 0.12 0.258
H -1.045736 0.404302 1.837863 -0.14 0.02 -0.08 0.294
H -2.828360 0.464734 1.757762 0.15 -0.04 -0.05 0.245
H -1.936470 -0.774840 0.831449 -0.01 0.12 0.05 0.355
H -1.352616 1.612960 -1.740777 0.08 -0.08 0.08 0.337
```
Positions in Å, forces in eV/Å.

LUMO energy: 1.016 eV
E_tot: -7393.4368 eV
energy relative to the best compared isomer or geometry (same formula, charge and spin): 30.6 kcal per mole
frontier orbital gap: 0.3534 Ha
SMILES: CC/C=C\OC

***

# 5
One molecule with the formula C5H10O. Source: the Open Molecules 2025 dataset; level of theory: ωB97M-V with the def2-TZVPD basis set.

Structure (XYZ):
```
16
Properties=species:S:1:pos:R:3:forces:R:3:mulliken_charge:R:1
O 1.185941 -1.401196 -0.995333 0.24 0.00 -0.19 -0.565
C 0.078305 -0.507125 -0.972671 -0.30 0.21 0.05 0.182
C 0.522660 0.941924 -0.690240 0.00 0.01 0.01 -0.727
C 0.601547 1.008465 0.842721 0.08 -0.02 0.04 -0.636
C -0.560547 0.138182 1.333376 -0.05 0.03 0.06 -0.532
C -0.803796 -0.914217 0.224040 -0.03 0.00 -0.04 -0.811
H 1.718914 -1.188072 -1.771981 -0.03 -0.07 0.18 0.317
H -0.472012 -0.581058 -1.923693 0.11 0.00 0.18 0.319
H 1.482651 1.148753 -1.180537 -0.17 0.03 0.09 0.386
H -0.211842 1.645296 -1.104524 0.03 -0.11 0.17 0.298
H 0.536575 1.999714 1.303454 0.14 0.01 -0.39 0.363
H 1.554472 0.570254 1.157882 -0.12 0.01 -0.01 0.262
H -0.316389 -0.257452 2.323853 -0.19 -0.26 -0.21 0.303
H -1.463161 0.747072 1.460482 0.14 -0.02 -0.04 0.260
H -0.535471 -1.935470 0.511742 -0.01 0.19 0.03 0.318
H -1.857850 -0.928343 -0.073592 0.16 -0.01 0.08 0.264
```
Positions in Å, forces in eV/Å.

LUMO energy: 1.003 eV
E_tot: -7394.5897 eV
energy relative to the best compared isomer or geometry (same formula, charge and spin): 4.0 kcal per mole
frontier orbital gap: 0.4100 Ha
SMILES: OC1CCCC1

***

# 6
One molecule with the formula C5H10O at a distorted geometry. Source: the Open Molecules 2025 dataset; level of theory: ωB97M-V with the def2-TZVPD basis set.

Structure (XYZ):
```
16
Properties=species:S:1:pos:R:3:forces:R:3:mulliken_charge:R:1
O -0.139868 -1.575106 2.254933 0.08 -0.05 -0.04 -0.440
C -1.023124 -0.782162 1.556904 1.56 1.07 -2.65 -0.776
C -0.238397 -0.505806 -0.128421 0.81 0.26 0.78 0.027
C -0.734685 0.440604 -1.272467 -0.16 0.01 0.29 -0.583
C 0.712821 0.995798 -1.321065 0.15 0.14 -0.14 -0.523
C 0.967115 0.383070 0.067273 0.57 0.21 0.00 -0.685
H 0.643809 -1.029025 2.436830 -0.19 -0.36 -0.01 0.317
H -1.458418 -1.077745 0.611938 -2.49 -1.48 1.30 0.399
H -1.079986 0.239220 1.920916 -0.54 -0.11 -0.23 0.323
H 0.010976 -1.501363 -0.540177 -0.12 0.29 0.49 0.275
H -1.450012 1.189479 -0.918876 0.07 -0.04 0.01 0.257
H -1.128611 0.001086 -2.201008 0.11 -0.03 0.45 0.295
H 1.315189 0.496805 -2.085613 -0.13 0.08 0.04 0.227
H 0.838211 2.077709 -1.416424 -0.04 -0.13 -0.06 0.318
H 0.762709 1.106504 0.867752 0.18 -0.04 -0.17 0.251
H 1.914130 -0.119354 0.259393 0.14 0.18 -0.06 0.319
```
Positions in Å, forces in eV/Å.

LUMO energy: 1.012 eV
E_tot: -7390.5422 eV
energy relative to the best compared isomer or geometry (same formula, charge and spin): 97.4 kcal per mole
frontier orbital gap: 0.3327 Ha
SMILES: OCC1CCC1

***

# 7
One molecule with the formula C5H10O at a distorted geometry. Source: the Open Molecules 2025 dataset; level of theory: ωB97M-V with the def2-TZVPD basis set.

Structure (XYZ):
```
16
Properties=species:S:1:pos:R:3:forces:R:3:mulliken_charge:R:1
C 1.498006 0.540631 0.523156 -0.21 0.09 0.71 -1.035
C 0.862863 0.244965 -0.846098 -0.27 -0.06 0.05 -0.603
C -0.582953 -0.085314 -0.455944 0.92 -0.38 0.36 1.209
C -0.808936 -1.531049 -0.089828 -0.02 -0.12 0.02 -1.447
C -1.171079 0.943347 0.380162 -1.52 0.20 -1.26 -0.859
O -1.678016 0.559337 -1.012657 -0.35 0.76 1.19 -0.556
H 0.627576 0.720028 1.193953 1.31 -0.12 0.01 0.297
H 2.096671 1.451915 0.584670 0.23 -0.27 -0.25 0.304
H 2.032129 -0.308345 0.953833 0.22 0.13 -0.19 0.313
H 1.320256 -0.610134 -1.356761 0.04 0.22 0.07 0.324
H 0.904123 1.107133 -1.521647 -0.12 -0.13 0.18 0.309
H -0.761590 -2.150652 -0.990781 0.04 0.03 0.11 0.343
H -0.037257 -1.866017 0.612393 -0.11 -0.03 -0.13 0.272
H -1.791859 -1.670886 0.368641 0.12 0.06 -0.05 0.410
H -0.768301 1.955570 0.371121 0.02 -0.29 -0.08 0.405
H -1.741629 0.699471 1.285790 -0.29 -0.08 -0.74 0.314
```
Positions in Å, forces in eV/Å.

LUMO energy: 1.034 eV
E_tot: -7392.8340 eV
energy relative to the best compared isomer or geometry (same formula, charge and spin): 44.5 kcal per mole
frontier orbital gap: 0.4061 Ha
SMILES: CC[C@@]1(C)CO1

***

# 8
C5H10O as an isolated structure. Source: the Open Molecules 2025 dataset; level of theory: ωB97M-V with the def2-TZVPD basis set.

Structure (XYZ):
```
16
Properties=species:S:1:pos:R:3:forces:R:3:mulliken_charge:R:1
C 0.085529 0.375882 -1.381709 0.07 -0.15 0.08 -1.276
C -0.096923 -0.424574 -0.257977 -0.12 0.02 -0.24 0.844
C -1.465664 -0.958812 0.095137 -0.06 -0.01 0.04 -1.290
C 1.066203 -0.780460 0.619018 0.06 0.00 0.02 -0.502
C 0.681680 0.527075 1.216019 0.04 0.06 0.11 -0.081
O 1.241344 1.623444 0.915639 -0.19 -0.05 -0.10 -0.524
H -0.754987 0.514089 -2.060055 0.12 0.00 0.14 0.397
H 0.210964 1.818892 -0.952290 -0.05 0.04 -0.05 -0.042
H 1.064442 0.418537 -1.855656 -0.16 0.02 0.10 0.367
H -1.610032 -1.044721 1.177912 0.04 0.02 -0.16 0.320
H -1.604841 -1.962497 -0.326943 0.02 0.13 0.06 0.295
H -2.261403 -0.316670 -0.297733 0.13 -0.08 0.05 0.386
H 0.911108 -1.656263 1.250107 0.01 0.14 -0.10 0.276
H 2.043789 -0.767313 0.136639 -0.14 0.00 0.06 0.274
H -0.147414 0.526038 1.937140 0.11 0.01 -0.14 0.352
H 0.636206 2.107353 -0.215249 0.13 -0.15 0.13 0.203
```
Positions in Å, forces in eV/Å.

LUMO energy: 0.787 eV
E_tot: -7391.0068 eV
energy relative to the best compared isomer or geometry (same formula, charge and spin): 86.7 kcal per mole
frontier orbital gap: 0.3444 Ha